Entry 1:
6
Properties=species:S:1:pos:R:3:forces:R:3:mulliken_charge:R:1 method="wB97M-V/def2-TZVPD" e_lumo_ev="0.82 / -2.83" orbital_gap_ev="11.1 / 7.1" charge=0 multiplicity=2
N 1.125 0.913 -0.252 -3.2 0.9 -2.1 -0.6511
H 0.281 0.360 -0.531 1.5 -0.7 -0.3 0.1726
H 0.470 1.626 0.075 0.8 1.2 0.2 0.2572
H 1.421 0.538 0.588 1.0 -1.3 2.1 0.2492
S -1.829 -1.055 -0.004 0.1 -1.0 0.1 -0.2091
H -1.468 -2.383 0.124 -0.2 0.9 -0.1 0.1813

Entry 2:
6
Properties=species:S:1:pos:R:3:forces:R:3:mulliken_charge:R:1 method="wB97M-V/def2-TZVPD" smiles=O.O e_lumo_ev=0.82 orbital_gap_ev=12.2 charge=0 multiplicity=1
O 3.362 -2.326 5.331 0.1 0.0 -0.2 -0.6327
H 3.461 -2.311 6.283 0.1 0.0 0.2 0.3181
H 2.421 -2.422 5.189 -0.2 0.0 -0.1 0.3166
O 4.413 1.539 3.609 0.2 0.2 0.0 -0.6384
H 4.381 0.607 3.390 0.0 -0.3 0.0 0.3228
H 3.520 1.851 3.463 -0.2 0.1 0.0 0.3135

Entry 3:
6
Properties=species:S:1:pos:R:3:forces:R:3:mulliken_charge:R:1 method="wB97M-V/def2-TZVPD" smiles=O.O e_lumo_ev=0.45 orbital_gap_ev=11.6 charge=0 multiplicity=1
H 0.767 -0.297 0.036 -0.9 -0.7 0.1 0.3527
H 1.928 0.591 -0.094 0.5 0.1 0.0 0.3060
H -1.049 0.645 -0.058 0.3 -0.4 -0.4 0.3216
H -2.145 -0.278 0.310 2.4 -0.8 -1.2 0.3306
O 1.711 -0.344 -0.058 0.6 0.4 0.0 -0.6245
O -1.211 -0.316 -0.136 -2.9 1.4 1.6 -0.6863

Entry 4:
6
Properties=species:S:1:pos:R:3:forces:R:3:mulliken_charge:R:1 method="wB97M-V/def2-TZVPD" smiles=O.O e_lumo_ev=0.87 orbital_gap_ev=11.7 charge=0 multiplicity=1
H -1.106 0.506 -0.908 0.0 0.1 0.2 0.3459
H -1.336 1.169 0.458 -0.3 0.0 0.3 0.3319
H 1.200 -1.225 0.986 0.4 -0.1 0.7 0.2918
H 0.617 -0.155 0.057 -0.2 0.5 0.2 0.3773
O -0.686 1.057 -0.233 0.0 0.4 -0.6 -0.7003
O 0.765 -1.094 0.159 0.0 -0.8 -0.7 -0.6466

Entry 5:
6
Properties=species:S:1:pos:R:3:forces:R:3:mulliken_charge:R:1 method="wB97M-V/def2-TZVPD" smiles=O.O e_lumo_ev=0.63 orbital_gap_ev=11.8 charge=0 multiplicity=1
H 0.213 -0.740 -1.804 0.0 0.0 0.4 0.3321
H 0.716 -0.529 -0.344 -0.2 -0.3 -0.6 0.3300
H -0.498 0.585 0.249 -0.4 0.0 -0.1 0.4229
H 0.058 0.403 1.684 -0.9 1.0 -0.8 0.3001
O -0.067 -0.760 -0.876 0.5 -0.1 -0.2 -0.7056
O -0.422 1.042 1.091 0.9 -0.6 1.4 -0.6795

Entry 6:
6
Properties=species:S:1:pos:R:3:forces:R:3:mulliken_charge:R:1 method="wB97M-V/def2-TZVPD" smiles=O.O e_lumo_ev=0.59 orbital_gap_ev=12.1 charge=0 multiplicity=1
H -1.691 0.950 -0.195 0.0 -0.4 0.0 0.3276
H -1.514 -0.341 0.651 -0.6 0.6 -1.5 0.3081
H 1.877 -0.721 -0.654 -0.1 1.7 0.9 0.3328
H 1.296 -0.036 0.610 0.2 0.1 -0.3 0.3008
O -1.807 -0.011 -0.244 0.5 -0.2 1.5 -0.6362
O 1.839 0.159 -0.168 -0.1 -1.8 -0.6 -0.6331

Per-record energy relative to the best compared isomer or geometry (same formula, charge and spin), kcal/mol: 8.8 4.1 8.1 2.7 5.5 6.9